20
Properties=species:S:1:pos:R:3:lowdin_charge:R:1 method="wB97M-V/def2-TZVPD" homo_energy_ha=-0.325 de_lowest_kj_mol=86.48 homo_lumo_gap_ev=9.8 total_charge=0 smiles="C=C1CC=CC1(C)C"
C 1.19657 -0.37328 1.29269 -0.17
C -0.38488 0.26683 -0.46986 -0.42
C 0.07449 -0.88238 0.42151 -0.28
C -0.23679 -0.11290 -2.03556 -0.04
C 1.42077 1.02501 0.84765 -0.11
C -1.89453 0.81254 -0.25057 -0.02
C 0.54956 1.46141 -0.08434 -0.04
C -0.31643 -2.11637 0.54798 0.05
H -1.80443 1.85740 -0.40777 0.05
H -2.08695 0.58455 0.79072 0.07
H 0.91435 -0.29875 2.42142 0.15
H -2.67213 0.38811 -0.88948 0.07
H -1.23091 -2.50355 0.09786 0.07
H 2.10956 -0.88892 1.27326 0.09
H 2.13359 1.55118 1.52051 0.11
H -0.96665 -0.86333 -2.39358 0.07
H 0.51019 2.46472 -0.51033 0.11
H -0.21024 0.69461 -2.75849 0.06
H 0.11688 -2.79261 1.25038 0.06
H 0.73417 -0.67854 -2.01154 0.09

20
Properties=species:S:1:pos:R:3:lowdin_charge:R:1 method="wB97M-V/def2-TZVPD" homo_energy_ha=-0.318 de_lowest_kj_mol=155.31 homo_lumo_gap_ev=9.8 total_charge=0 smiles="C=C(C)/C=C/C=C/C"
C -0.97690 3.72739 0.56257 -0.12
C -0.65306 -0.10505 0.24031 -0.10
C 0.23421 -1.02591 0.61302 -0.09
C -0.64384 1.30643 0.68008 -0.14
C 1.72500 -1.91654 -1.04644 -0.06
C 0.50959 -2.25979 -0.20124 -0.37
C -0.58470 2.41571 -0.02625 -0.17
C -0.13697 -3.40626 -0.17237 0.04
H 0.30297 -4.30099 -0.61253 0.06
H -1.01930 -3.68712 0.34005 0.05
H -0.18210 2.42383 -1.03214 0.11
H 2.18389 -2.87220 -1.35651 0.08
H 2.57164 -1.43892 -0.56737 0.08
H -1.20939 3.74853 1.62402 0.07
H -1.88439 4.05188 0.04314 0.07
H 1.28866 -1.55310 -1.97322 0.09
H -1.42047 -0.34641 -0.49051 0.11
H -0.82522 1.41809 1.75204 0.11
H -0.30941 4.56040 0.32780 0.07
H 1.02978 -0.73998 1.29554 0.12

24
Properties=species:S:1:pos:R:3:lowdin_charge:R:1 method="wB97M-V/def2-TZVPD" homo_energy_ha=-0.291 de_lowest_kj_mol=331.68 homo_lumo_gap_ev=8.5 total_charge=0 smiles=Cn1nc(Br)c(Br)c1C(C)(C)C
Br -5.68537 -1.15395 0.23022 0.72
Br -3.90717 2.19567 0.27140 0.77
N -1.79022 -1.43593 -0.03102 -0.17
N -3.09811 -1.79970 -0.04860 0.00
C -0.90456 -2.55732 0.07288 0.00
C -3.84170 -0.74020 0.15364 -0.91
C 0.71096 0.06292 1.09066 -0.02
C 0.39582 0.61000 -1.43333 -0.02
C -3.27002 0.48903 0.23194 -0.64
C -0.50392 2.13206 0.09186 -0.07
C -1.49115 -0.15334 0.07988 -0.01
C -0.21777 0.58813 0.03059 -0.50
H -1.38052 2.45855 -0.43306 0.02
H 0.37004 0.50394 2.01534 0.10
H 0.34403 2.61133 -0.13576 0.05
H -1.20534 -3.47660 -0.48327 0.12
H -0.01086 -2.39749 -0.44362 0.07
H -0.87700 -2.68276 1.07236 0.07
H -0.17902 1.39286 -2.08035 0.13
H 1.35801 0.80210 -1.27006 0.02
H 1.69025 0.21595 0.96454 0.05
H 0.65531 -0.94681 1.33590 0.05
H -0.82508 2.34942 1.07388 0.07
H 0.31741 -0.41481 -1.91532 0.10

23
Properties=species:S:1:pos:R:3:lowdin_charge:R:1 method="wB97M-V/def2-TZVPD" homo_energy_ha="-0.054 / -0.055" spin_multiplicity=4 homo_lumo_gap_ev="4.4 / 4.4" total_charge=-1
Er -0.42901 0.15261 0.07809 1.00
Cl -0.64538 -0.16643 3.26199 0.38
N 0.82104 1.68404 0.55083 -0.27
C 0.82254 -1.58821 -1.31060 -0.25
C 0.25927 -2.18558 0.84977 -0.25
C -1.52269 1.24295 3.00515 -0.78
C -0.10484 -2.35035 -0.52929 -0.22
C 1.73041 -0.93763 -0.42980 -0.25
C -0.62389 1.91049 -1.73855 -0.22
C 1.39965 -1.31477 0.90502 -0.26
C -0.92068 0.72014 -2.34348 -0.23
H 2.56946 -0.31322 -0.73652 0.10
H -1.95102 0.34644 -2.42878 0.05
H 1.97570 -1.07319 1.79621 0.09
H -0.87055 -3.02842 -0.92024 0.09
H 1.37938 2.47053 0.90608 -0.11
H -0.17492 -2.73269 1.67681 0.08
H -0.21500 0.26770 -3.04821 0.05
H 0.82825 -1.53010 -2.39733 0.09
H 0.30982 2.44156 -1.95793 0.05
H -1.40299 2.53422 -1.26481 0.06
H -2.07877 1.55877 3.89127 -0.09
H -1.15577 1.89112 2.18431 -0.12